C4H9N2OS | the ωB97M-V functional and the def2-TZVPD basis

Calculated values
Relative energy (zero: lowest compared OMol25 entry of this formula, charge and spin): 113.71 kcal/mol
Charge: +1
Frontier orbital gap: 0.3135 Eh
LUMO: -5.46 eV
Electronic energy: -20146.2698 eV
F_max: 6.39 eV/Å

Each line ends with the Mulliken charge.
Atoms and positions in Å:
C: 2.10 1.48 0.17  -1.092
C: 1.06 0.69 -0.53  -0.011
S: -0.69 1.26 -0.34  -0.061
C: -1.26 -0.19 0.47  0.193
C: -2.52 -0.66 -0.24  -1.214
N: -0.09 -1.35 0.26  -0.324
N: 1.05 -0.83 -0.07  0.725
O: 2.05 -1.44 -0.23  -0.439
H: 1.82 1.65 1.20  0.328
H: 2.36 2.44 -0.38  0.346
H: 3.05 0.87 0.19  0.395
H: 1.21 0.45 -1.55  0.425
H: -1.32 -0.10 1.59  0.367
H: -3.06 0.26 -0.25  0.378
H: -3.19 -1.43 0.18  0.359
H: -2.43 -0.96 -1.26  0.371
H: -0.15 -2.14 0.80  0.253

=====

C4H9N2S | the ωB97M-V functional and the def2-TZVPD basis

Calculated values
Relative energy (zero: lowest compared OMol25 entry of this formula, charge and spin): 33.47 kcal/mol
Charge: +1
Frontier orbital gap (spin up / spin down): 0.1958 / 0.2499 Eh
LUMO (spin up / spin down): -4.42 / -7.24 eV
Electronic energy: -18097.5558 eV
Spin multiplicity: 3
F_max: 5.01 eV/Å

Each line ends with the Löwdin spin population.
Atoms and positions in Å:
C: 1.11 -1.76 1.74  0.514
C: -0.46 0.57 -0.45  0.008
C: 0.45 0.77 -1.58  0.002
C: -1.09 1.74 0.25  0.007
N: -0.71 -0.65 -0.09  0.006
N: 1.29 -2.59 0.80  0.555
S: 0.63 -0.78 2.88  0.852
H: -0.06 0.46 -2.54  0.000
H: 1.23 -0.03 -1.59  0.001
H: 0.90 1.71 -1.41  0.000
H: -0.52 2.53 0.86  0.001
H: -1.65 1.17 0.93  0.003
H: -1.73 2.30 -0.39  0.001
H: -1.11 -0.93 0.71  0.002
H: -0.27 -1.31 -0.71  0.004
H: 1.99 -3.21 0.60  0.043

=====

C4H9N3 | the ωB97M-V functional and the def2-TZVPD basis

Calculated values
Relative energy (zero: lowest compared OMol25 entry of this formula, charge and spin): 134.60 kcal/mol
Frontier orbital gap (spin up / spin down): 0.2186 / 0.2187 Eh
LUMO (spin up / spin down): -0.66 / -0.65 eV
Electronic energy: -8758.6881 eV
F_max: 2.86 eV/Å

Each line ends with the Mulliken charge.
Atoms and positions in Å:
C: 1.26 -0.56 -0.72  -0.592
C: -0.64 1.32 0.13  -1.448
C: -0.47 -0.51 -0.13  0.456
C: 1.83 0.26 0.27  0.379
N: -1.45 -0.81 -1.12  -0.534
N: -0.47 -1.16 1.02  -0.822
N: 2.22 0.62 1.33  -0.345
H: -2.30 -1.18 -0.73  0.256
H: -1.71 -0.03 -1.72  0.247
H: -1.40 -1.42 1.33  0.197
H: 2.33 0.13 2.22  0.355
H: 1.69 -1.57 -0.75  0.381
H: 1.37 -0.12 -1.71  0.298
H: -0.44 1.94 -0.75  0.352
H: -0.12 1.70 1.00  0.431
H: -1.70 1.37 0.33  0.389

=====

C4H9N3 | the ωB97M-V functional and the def2-TZVPD basis

Calculated values
Relative energy (zero: lowest compared OMol25 entry of this formula, charge and spin): 115.53 kcal/mol
Frontier orbital gap (spin up / spin down): 0.2923 / 0.2923 Eh
LUMO (spin up / spin down): -0.19 / -0.18 eV
Electronic energy: -8759.5151 eV
F_max: 4.33 eV/Å

Each line ends with the Mulliken charge.
Atoms and positions in Å:
C: -0.90 -0.88 0.86  -1.000
C: -0.60 -0.09 -1.45  -0.926
N: 0.01 -0.18 -0.09  0.219
C: 1.59 -1.02 -0.06  0.139
N: 2.06 -1.98 -0.54  -0.589
H: -1.20 -1.84 0.43  0.365
H: 0.18 0.21 -2.16  0.327
H: -0.36 -1.05 1.79  0.340
H: -1.76 -0.26 1.08  0.380
H: -1.39 0.66 -1.43  0.369
H: -0.99 -1.05 -1.75  0.334
C: 0.51 1.13 0.46  -0.331
N: -0.30 1.85 1.16  -0.549
H: 0.04 2.81 1.24  0.271
H: 1.26 1.59 -0.20  0.471
H: 1.86 0.10 0.64  0.179

=====

Question: Among the records above, which one has the lowest F_max?
Answer: number 3

=====

Question: Number 1 is which compound?
Answer: C4H9N2OS